Record 1
{
  "formula": "C5H7NO",
  "method": "ωB97M-V with the def2-TZVPD basis set",
  "gap_ev": 9.998,
  "e_above_lowest_ev": 0.844,
  "max_force_ev_per_a": 0.33,
  "elements": ["C", "C", "C", "C", "N", "O", "C", "H", "H", "H", "H", "H", "H", "H"],
  "positions_angstrom": [[1.527, -1.046, -0.883], [0.341, -0.256, -0.428], [0.297, 1.046, -0.150], [-0.859, 1.298, 0.715], [-1.054, 2.328, 1.421], [-1.619, 0.154, 0.757], [-0.968, -0.866, 0.005], [1.291, -2.091, -1.101], [2.029, -0.607, -1.750], [2.250, -1.045, -0.059], [1.052, 1.794, -0.349], [-1.834, 2.177, 2.060], [-0.854, -1.764, 0.623], [-1.597, -1.122, -0.860]],
  "mulliken_charge": [-1.19, 0.59, -0.46, 0.41, -0.71, -0.40, -0.39, 0.33, 0.33, 0.27, 0.42, 0.28, 0.28, 0.24]
}



Record 2
{
  "formula": "C5H7NO",
  "method": "ωB97M-V with the def2-TZVPD basis set",
  "gap_ev": 9.539,
  "e_above_lowest_ev": 3.511,
  "max_force_ev_per_a": 0.41,
  "elements": ["C", "C", "C", "N", "C", "C", "O", "H", "H", "H", "H", "H", "H", "H"],
  "positions_angstrom": [[-1.230, -0.181, 0.690], [-0.197, -0.876, -1.290], [-0.100, 0.261, -0.283], [-0.292, 1.577, -0.881], [1.237, 0.060, 0.386], [1.694, -1.105, -0.035], [0.823, -1.663, -1.014], [-2.205, -0.053, 0.208], [-1.117, -1.227, 1.011], [-1.194, 0.449, 1.580], [-0.601, 2.228, -0.163], [-1.068, 1.518, -1.535], [1.699, 0.727, 1.105], [2.550, -1.715, 0.219]],
  "mulliken_charge": [-1.33, -0.87, 1.69, -0.74, -0.62, -0.43, -0.11, 0.33, 0.39, 0.36, 0.28, 0.28, 0.35, 0.44]
}



Record 3
{
  "formula": "C5H7NO",
  "method": "ωB97M-V with the def2-TZVPD basis set",
  "gap_ev": 9.852,
  "e_above_lowest_ev": 1.415,
  "max_force_ev_per_a": 0.90,
  "elements": ["C", "C", "C", "N", "C", "O", "C", "H", "H", "H", "H", "H", "H", "H"],
  "positions_angstrom": [[-2.589, -0.751, 0.175], [-1.556, -0.075, -0.689], [-0.553, 0.588, -0.177], [0.382, 1.193, 0.345], [1.534, 0.467, 0.773], [1.601, 0.012, 1.891], [2.630, 0.389, -0.248], [-2.367, -0.598, 1.233], [-3.595, -0.369, -0.028], [-2.600, -1.831, -0.011], [-1.610, -0.166, -1.770], [3.351, -0.373, 0.050], [3.141, 1.355, -0.305], [2.231, 0.161, -1.240]],
  "mulliken_charge": [-1.00, -0.49, 0.49, -0.40, 0.67, -0.52, -0.83, 0.31, 0.30, 0.28, 0.34, 0.29, 0.27, 0.30]
}



Record 4
{
  "formula": "C5H7NO",
  "method": "ωB97M-V with the def2-TZVPD basis set",
  "gap_ev": 9.184,
  "e_above_lowest_ev": 3.769,
  "max_force_ev_per_a": 1.54,
  "elements": ["O", "C", "N", "C", "C", "C", "C", "H", "H", "H", "H", "H", "H", "H"],
  "positions_angstrom": [[1.690, -0.287, 0.067], [0.587, -1.031, -0.269], [-0.330, -1.108, 0.825], [-0.841, 0.187, 1.317], [-0.656, 1.314, 0.292], [-0.668, 0.874, -0.961], [-0.360, -0.231, -1.587], [0.882, -2.020, -0.629], [-1.083, -1.741, 0.580], [-0.288, 0.470, 2.223], [-1.884, 0.034, 1.608], [-0.401, 2.314, 0.630], [1.338, 0.623, 0.129], [-0.905, -0.707, -2.425]],
  "mulliken_charge": [-0.51, -0.37, -0.28, -0.36, -0.79, 0.15, -0.26, 0.41, 0.30, 0.23, 0.34, 0.36, 0.49, 0.31]
}



Record 5
{
  "formula": "C5H7NO",
  "method": "ωB97M-V with the def2-TZVPD basis set",
  "gap_ev": [6.416, 6.412],
  "e_above_lowest_ev": 7.050,
  "max_force_ev_per_a": 0.81,
  "elements": ["O", "C", "N", "C", "C", "C", "C", "H", "H", "H", "H", "H", "H", "H"],
  "positions_angstrom": [[2.004, 0.330, 2.164], [1.760, -0.579, 1.398], [0.982, -0.233, 0.170], [-0.133, 0.333, 0.626], [-1.078, 0.950, -0.370], [-1.291, 0.221, -1.619], [-1.459, -0.356, -2.661], [2.439, -1.428, 1.234], [0.812, -1.013, -0.466], [-0.048, 0.830, 1.587], [0.192, -1.349, 2.055], [-2.020, 1.272, 0.082], [-0.531, 1.885, -0.613], [-1.628, -0.864, -3.586]],
  "mulliken_charge": [-0.46, -0.18, -0.04, -0.50, -0.39, -0.62, 0.20, 0.31, 0.30, 0.25, 0.11, 0.36, 0.26, 0.41]
}



Record 6
{
  "formula": "C5H7NO",
  "method": "ωB97M-V with the def2-TZVPD basis set",
  "gap_ev": 11.958,
  "e_above_lowest_ev": 1.690,
  "max_force_ev_per_a": 1.13,
  "elements": ["C", "C", "C", "C", "O", "C", "N", "H", "H", "H", "H", "H", "H", "H"],
  "positions_angstrom": [[1.299, 0.211, -1.173], [0.251, 0.909, -0.308], [-0.701, -0.061, 0.360], [-0.533, -0.482, 1.759], [-1.521, 0.466, 1.388], [-1.385, -0.990, -0.542], [-1.896, -1.727, -1.274], [1.893, -0.497, -0.585], [1.985, 0.944, -1.610], [0.830, -0.341, -1.993], [0.723, 1.497, 0.486], [-0.344, 1.605, -0.910], [-0.913, -1.449, 2.083], [0.312, -0.084, 2.319]],
  "mulliken_charge": [-1.14, -0.49, 1.11, -0.69, -0.46, -0.10, -0.43, 0.31, 0.34, 0.36, 0.38, 0.24, 0.30, 0.27]
}



Record 7
{
  "formula": "C5H7NO",
  "method": "ωB97M-V with the def2-TZVPD basis set",
  "gap_ev": 11.217,
  "e_above_lowest_ev": 0.779,
  "max_force_ev_per_a": 1.19,
  "elements": ["C", "C", "C", "C", "O", "C", "N", "H", "H", "H", "H", "H", "H", "H"],
  "positions_angstrom": [[-1.303, -1.176, 0.233], [-0.496, 0.129, 0.229], [0.883, -0.025, -0.438], [1.986, 0.719, 0.282], [1.842, 1.317, 1.321], [-1.256, 1.194, -0.442], [-1.852, 2.011, -1.006], [-2.287, -1.025, 0.685], [-0.769, -1.933, 0.816], [-1.446, -1.555, -0.784], [-0.330, 0.457, 1.262], [1.180, -1.082, -0.467], [0.868, 0.306, -1.484], [2.981, 0.664, -0.207]],
  "mulliken_charge": [-1.52, 0.71, -0.87, 0.09, -0.47, 0.03, -0.46, 0.40, 0.39, 0.35, 0.29, 0.33, 0.39, 0.35]
}



Record 8
{
  "formula": "C5H7NO",
  "method": "ωB97M-V with the def2-TZVPD basis set",
  "gap_ev": 9.479,
  "e_above_lowest_ev": 1.078,
  "max_force_ev_per_a": 0.44,
  "elements": ["C", "C", "C", "O", "C", "C", "N", "H", "H", "H", "H", "H", "H", "H"],
  "positions_angstrom": [[-1.640, 0.129, 0.812], [-0.422, -0.398, 0.126], [-0.210, -1.645, -0.350], [0.928, -1.694, -1.085], [1.480, -0.456, -1.047], [0.716, 0.386, -0.282], [0.901, 1.687, 0.263], [-1.969, -0.528, 1.620], [-2.458, 0.203, 0.087], [-1.457, 1.130, 1.212], [-0.743, -2.574, -0.220], [2.370, -0.382, -1.656], [1.114, 2.449, -0.362], [1.519, 1.669, 1.065]],
  "mulliken_charge": [-1.17, 0.58, -0.58, -0.34, -0.61, 0.47, -0.50, 0.32, 0.26, 0.32, 0.41, 0.40, 0.22, 0.22]
}



Record 9
{
  "formula": "C5H7NO",
  "method": "ωB97M-V with the def2-TZVPD basis set",
  "gap_ev": 10.883,
  "e_above_lowest_ev": 0.504,
  "max_force_ev_per_a": 1.12,
  "elements": ["C", "C", "C", "N", "C", "O", "C", "H", "H", "H", "H", "H", "H", "H"],
  "positions_angstrom": [[0.967, 1.530, 0.604], [-0.210, 0.684, 0.108], [-0.434, 0.868, -1.331], [-0.590, 1.043, -2.464], [-0.026, -0.794, 0.525], [0.570, -1.027, 1.551], [-0.647, -1.894, -0.297], [1.887, 1.238, 0.089], [0.784, 2.592, 0.429], [1.101, 1.349, 1.672], [-1.131, 1.010, 0.614], [-1.737, -1.873, -0.176], [-0.269, -2.840, 0.096], [-0.433, -1.799, -1.368]],
  "mulliken_charge": [-1.35, 0.72, 0.04, -0.44, 0.45, -0.54, -1.20, 0.34, 0.39, 0.35, 0.22, 0.30, 0.35, 0.38]
}



Record 10
{
  "formula": "C5H7NO",
  "method": "ωB97M-V with the def2-TZVPD basis set",
  "gap_ev": [7.799, 7.796],
  "e_above_lowest_ev": 4.947,
  "max_force_ev_per_a": 5.99,
  "elements": ["C", "C", "C", "C", "C", "N", "O", "H", "H", "H", "H", "H", "H", "H"],
  "positions_angstrom": [[2.267, -0.117, -0.358], [0.141, -0.965, 0.362], [-0.421, 0.224, -0.267], [1.673, 1.066, 0.117], [-1.811, 0.558, 0.101], [1.566, -1.130, 0.088], [0.460, 1.266, 0.215], [3.363, -0.318, -0.483], [0.002, -1.053, 1.367], [-0.380, -1.940, -0.138], [-0.278, 0.331, -1.306], [-1.904, 1.090, 1.109], [-2.468, -0.328, -0.040], [-2.210, 1.318, -0.765]],
  "mulliken_charge": [-0.24, -0.64, 0.34, 0.06, -1.22, -0.40, -0.15, 0.29, 0.42, 0.28, 0.34, 0.31, 0.34, 0.28]
}



Record 11
{
  "formula": "C5H7NO2",
  "method": "ωB97M-V with the def2-TZVPD basis set",
  "gap_ev": 9.352,
  "e_above_lowest_ev": 4.232,
  "max_force_ev_per_a": 7.86,
  "elements": ["C", "C", "C", "C", "C", "H", "H", "H", "H", "H", "H", "H", "N", "O", "O"],
  "positions_angstrom": [[-0.460, -0.898, -0.411], [0.943, -0.211, -0.594], [0.489, 1.239, -0.875], [-1.071, 0.387, 0.444], [0.127, 0.152, 1.575], [1.707, -0.575, -1.210], [0.443, 1.381, -1.807], [1.158, 1.909, -0.188], [-2.017, 0.244, 1.075], [0.135, 0.962, 2.253], [-0.564, -0.512, 2.183], [1.661, -0.965, 1.133], [1.284, -0.157, 0.780], [-0.609, -2.076, -0.635], [-0.852, 1.407, -0.582]],
  "mulliken_charge": [0.38, -0.15, -0.74, -0.23, -0.70, 0.59, 0.62, 0.25, 0.40, 0.37, 0.32, 0.25, -0.40, -0.55, -0.42]
}



Record 12
{
  "formula": "C5H7NO2",
  "method": "ωB97M-V with the def2-TZVPD basis set",
  "gap_ev": 9.285,
  "e_above_lowest_ev": 4.204,
  "max_force_ev_per_a": 5.10,
  "elements": ["C", "C", "C", "C", "C", "H", "H", "H", "H", "H", "H", "H", "N", "O", "O"],
  "positions_angstrom": [[0.041, 0.831, 0.636], [0.717, -0.481, 0.724], [1.445, -0.146, -0.724], [-0.923, 0.388, -0.489], [-1.602, -0.906, -0.078], [1.221, -0.934, 1.598], [1.866, -0.999, -1.508], [2.366, 0.660, -0.511], [-1.628, 1.111, -1.043], [-1.959, -1.624, -0.779], [-2.508, -0.713, 0.514], [-0.023, -2.417, 0.417], [-0.452, -1.431, 0.581], [0.526, 1.909, 1.080], [0.194, 0.194, -1.476]],
  "mulliken_charge": [0.33, -0.19, -0.41, 0.18, -0.63, 0.41, 0.28, 0.21, 0.34, 0.34, 0.25, 0.28, -0.41, -0.59, -0.39]
}



Question: Number 1 is which compound?
Answer: C5H7NO